Molecular formula: C18H20O4
Method: DFT, the ωB97M-V functional and the def2-TZVPD basis

Last column: natural (NBO) charge in e.
Element x y z (Å)
C (1.2119, 1.9606, -0.1055)  -0.65
C (1.8370, 1.5933, 1.1926)  -0.05
O (3.2576, 1.6412, 1.2236)  -0.49
C (3.8728, 0.5992, 0.5207)  0.25
C (5.1582, 0.8342, 0.1380)  -0.22
C (5.9637, 0.0930, -0.3141)  -0.21
C (5.5053, -1.1921, -0.6199)  -0.21
C (4.2728, -1.4470, -0.6604)  -0.27
C (3.3416, -0.6193, 0.0321)  0.22
O (2.1418, -1.0733, 0.4032)  -0.48
C (1.5397, -2.0043, -0.1422)  -0.12
C (-0.0232, -2.1354, -0.0808)  0.78
O (-0.5215, -3.4265, 0.0663)  -0.62
O (-0.3947, -0.9172, -0.0395)  -0.45
C (-1.7873, -0.7679, -0.0388)  0.27
C (-2.4062, 0.1637, -0.6311)  -0.24
C (-3.6321, 0.3932, -0.5832)  -0.01
C (-4.4896, -0.1041, 0.4334)  -0.03
C (-3.7693, -0.8856, 1.1256)  -0.15
C (-2.5717, -1.3040, 1.1914)  -0.21
H (-2.1579, -2.0899, 1.6438)  0.24
H (-4.5936, -1.3655, 2.1104)  0.14
C (-5.9028, 0.4275, 0.5619)  -0.57
H (-6.4154, -0.2013, 1.4886)  0.23
H (-6.4465, 0.2757, -0.6551)  0.22
H (-5.9208, 1.3986, 0.7107)  0.20
C (-4.2439, 1.3949, -1.5590)  -0.60
H (-5.0435, 1.3156, -2.1573)  0.22
H (-4.7243, 2.3886, -0.8796)  0.19
H (-3.4717, 1.9064, -2.1833)  0.22
H (-1.7014, 0.7586, -1.5639)  0.19
H (1.9867, -3.1292, 0.1807)  0.16
H (1.8261, -2.2007, -1.2227)  0.19
H (3.9648, -2.5798, -0.8762)  0.23
H (6.2352, -1.7982, -1.2983)  0.21
H (7.0719, 0.7101, -0.5116)  0.23
H (5.4630, 1.9961, 0.4577)  0.21
H (1.4306, 2.4158, 2.1731)  0.16
H (1.2198, 0.7096, 1.5544)  0.20
H (1.2484, 1.2836, -0.7961)  0.21
H (0.1674, 2.0399, 0.0199)  0.22
H (1.5009, 2.9419, -0.3098)  0.21

Calculated values
Gap between HOMO and LUMO   8.615 eV
Charge   0
Energy above the lowest of the compared OMol25 structures with the same formula, charge and spin   360.34 kcal/mol
Spin multiplicity   1